67
Properties=species:S:1:pos:R:3:forces:R:3 method="wB97M-V/def2-TZVPD" homo_lumo_gap_ev=9.3 lumo_ha=0.0043 smiles="CCP(C)OC(=O)NP(O)I.COCCOCCOC.COCCOCCOC" homo_energy_ev=-9.173 total_energy_ev=-63802.894
C 2.5552 6.4341 4.1157 -0.03 0.01 0.16
C 3.2217 5.1881 4.7072 -0.19 0.14 -0.14
P 3.3518 3.6160 3.7466 0.18 -0.20 0.23
C 2.0007 3.8194 2.5290 -0.07 -0.14 0.00
O 4.7539 3.7905 2.7852 -0.22 0.24 -0.05
C 4.8897 4.7566 1.8511 0.16 -0.12 0.36
O 4.6072 4.6037 0.6876 -0.27 0.09 -0.22
N 5.3904 5.9458 2.3358 0.63 -0.14 -0.29
P 5.7644 7.0742 1.0472 -0.11 0.05 0.09
O 4.2365 7.4912 0.6690 -0.06 -0.06 -0.23
I 6.2742 8.9253 2.5758 0.00 0.01 -0.04
H 2.5822 7.2475 4.8471 0.05 -0.04 -0.09
H 1.5009 6.2498 3.9014 0.06 0.00 -0.03
H 3.0323 6.7855 3.2049 0.06 0.00 -0.05
H 4.2193 5.4135 5.0969 -0.04 -0.06 -0.01
H 2.6259 4.8615 5.5705 0.16 0.02 0.02
H 2.2848 4.3921 1.6449 -0.03 -0.01 0.04
H 1.1624 4.3216 3.0158 0.03 -0.06 -0.01
H 1.6696 2.8221 2.2326 0.06 0.18 -0.12
H 6.1088 5.8530 3.0450 -0.36 0.01 0.31
H 3.9323 6.9189 -0.0551 0.02 0.13 0.11
C 0.0519 -2.4747 -3.2870 0.10 0.02 -0.02
O 0.8245 -1.3184 -3.0648 -0.12 0.07 0.14
C 0.4508 -0.2389 -3.9018 0.10 -0.10 -0.03
C 0.7625 1.0883 -3.2510 0.05 0.07 -0.07
O -0.1446 1.4534 -2.2236 -0.03 0.02 -0.01
C 0.0006 0.8214 -0.9627 -0.08 -0.03 0.06
C 1.1575 1.3405 -0.1404 0.09 -0.09 0.04
O 2.3867 0.8278 -0.6080 -0.03 0.09 -0.20
C 3.4881 1.6309 -0.2374 -0.02 -0.14 0.02
H 0.2052 -2.8753 -4.2961 -0.04 -0.01 0.00
H 0.3612 -3.2229 -2.5590 0.03 0.00 -0.01
H -1.0128 -2.2597 -3.1434 -0.02 -0.05 -0.07
H -0.6223 -0.2834 -4.1249 -0.01 0.01 0.01
H 1.0056 -0.3078 -4.8481 -0.08 0.02 -0.05
H 0.6436 1.8586 -4.0164 0.02 0.01 0.01
H 1.7967 1.1151 -2.9017 -0.02 -0.10 0.05
H 0.0568 -0.2649 -1.0619 0.11 0.01 -0.02
H -0.9168 1.0657 -0.4219 -0.01 -0.02 -0.01
H 1.0091 1.0306 0.9058 -0.04 0.08 0.01
H 1.1610 2.4378 -0.1817 -0.02 -0.01 0.00
H 3.3678 2.6606 -0.5851 -0.01 0.02 0.05
H 4.3715 1.2012 -0.7058 0.01 -0.01 0.03
H 3.6320 1.6376 0.8497 0.01 0.05 0.00
C -3.6443 -2.3790 -1.6787 -0.10 -0.02 -0.02
O -4.2421 -3.6529 -1.6210 0.14 -0.07 0.16
C -3.5988 -4.5982 -2.4569 -0.12 0.09 -0.04
C -3.7837 -6.0043 -1.9363 -0.03 -0.07 -0.08
O -2.9747 -6.3177 -0.8155 0.03 -0.02 0.00
C -3.3762 -5.8156 0.4480 0.07 0.04 0.07
C -4.5383 -6.5546 1.0694 -0.12 0.07 0.06
O -5.7625 -6.1806 0.4644 0.08 -0.09 -0.18
C -6.7705 -7.1496 0.6313 -0.03 0.08 0.05
H -3.7348 -1.9392 -2.6795 0.05 0.03 0.01
H -4.1603 -1.7407 -0.9640 -0.04 0.00 -0.03
H -2.5847 -2.4300 -1.4025 0.01 0.03 -0.03
H -2.5258 -4.3802 -2.5242 0.01 -0.01 0.02
H -4.0298 -4.5374 -3.4663 0.09 -0.01 -0.04
H -3.4489 -6.6852 -2.7223 -0.02 -0.01 0.00
H -4.8385 -6.2074 -1.7403 -0.01 0.10 0.06
H -3.5802 -4.7435 0.4071 -0.10 -0.02 -0.04
H -2.5113 -5.9712 1.0964 0.01 0.02 0.00
H -4.5763 -6.3112 2.1407 0.04 -0.09 0.02
H -4.3757 -7.6344 0.9640 0.01 0.00 -0.01
H -6.4558 -8.1218 0.2344 0.00 -0.01 0.03
H -7.6442 -6.8108 0.0780 -0.01 0.02 0.02
H -7.0435 -7.2686 1.6866 0.01 -0.03 0.00

66
Properties=species:S:1:pos:R:3:forces:R:3 method="wB97M-V/def2-TZVPD" total_charge=+2 homo_lumo_gap_ev=1.2 lumo_ha=-0.4197 e_above_lowest_ev=16.6267 homo_energy_ev=-12.618 total_energy_ev=-37960.543
Y 4.4285 -2.8634 -4.7980 -0.03 0.22 -0.02
C -0.1965 -0.4624 -2.1518 2.73 -1.67 -1.89
O 0.4457 -1.2697 -3.1611 -1.46 1.39 2.27
H -1.2383 -0.7789 -2.1004 -0.77 0.00 -0.30
H 0.2386 -0.5900 -1.1606 0.08 -0.17 -0.02
H -0.1323 0.5645 -2.5118 -0.51 0.37 -0.09
C -8.8962 -2.8673 2.0223 -0.68 -0.26 0.55
C -8.5265 -3.9798 1.0717 -3.07 -0.04 -0.15
O -9.3601 -4.8440 0.7273 1.07 1.03 0.64
N -7.3392 -3.9513 0.5444 4.44 1.13 -1.69
C -6.1832 -2.9641 0.7054 -1.19 -1.17 0.90
H -8.3016 -1.9538 2.0292 0.33 -0.37 -0.16
H -8.8946 -3.3435 3.0027 0.05 0.28 0.25
H -9.9279 -2.5687 1.8360 0.03 -0.21 -0.10
H -7.1474 -4.5703 -0.2303 -0.48 -0.37 0.21
H -6.0172 -2.8075 1.7712 -0.06 0.07 -0.04
H -6.3066 -1.9902 0.2317 -0.31 -0.22 -0.23
H -5.2981 -3.4804 0.3337 -0.15 0.13 -0.17
C 6.2560 3.8315 -4.9380 1.39 0.71 -0.28
C 4.8347 3.5029 -5.0609 -0.60 -1.11 0.53
O 4.5085 2.3167 -5.0202 -0.83 0.08 -0.26
N 3.9892 4.5396 -5.2111 -0.69 -0.88 -0.51
C 2.5233 4.4353 -5.4567 0.67 1.40 0.86
H 6.8451 2.9610 -4.6493 -0.24 0.16 0.11
H 6.4506 4.6766 -4.2776 0.04 -0.04 0.08
H 6.5886 4.1320 -5.9316 0.23 0.09 -0.07
H 4.3958 5.4605 -5.1290 -0.30 -0.11 -0.20
H 2.3085 5.3649 -5.9839 -0.42 -0.22 -0.15
H 2.0300 4.5048 -4.4872 -0.22 -0.12 -0.01
H 2.0893 3.5911 -5.9925 0.96 -0.12 -0.09
C 3.2920 -2.0783 9.5899 -0.32 -0.80 0.42
C 2.2174 -1.9438 8.5187 -1.41 0.98 1.32
O 1.0272 -1.7272 8.8041 1.68 -0.52 -0.72
N 2.7080 -1.9644 7.2668 0.78 0.12 -0.38
C 1.9873 -1.6592 6.0638 -0.15 -0.73 -1.01
H 3.3044 -1.2139 10.2538 0.15 0.21 -0.42
H 4.2669 -2.3430 9.1807 0.07 0.43 0.00
H 3.0542 -2.8992 10.2664 -0.32 -0.13 -0.13
H 3.7149 -2.0357 7.2344 -0.21 0.06 -0.27
H 1.9481 -0.6200 5.7372 -0.42 0.35 0.87
H 1.0192 -2.1587 6.1023 -0.18 0.55 0.11
H 2.4823 -2.0881 5.1925 0.36 -0.53 0.24
C -3.5622 -4.1203 -6.6337 0.11 0.63 0.08
C -3.5535 -5.2766 -5.6526 -0.48 0.06 -1.15
O -4.3643 -6.1842 -5.7527 0.58 0.36 0.35
N -2.5472 -5.2977 -4.7321 -0.06 -0.30 0.47
C -2.2423 -6.4745 -3.9595 0.85 -0.06 -0.20
H -4.5079 -3.5802 -6.5881 -0.09 -0.24 0.00
H -3.4246 -4.4648 -7.6586 -0.20 -0.36 0.14
H -2.7796 -3.3761 -6.4863 0.14 -0.07 0.33
H -1.9218 -4.5288 -4.5378 -0.40 0.17 -0.64
H -2.8538 -7.3409 -4.2117 -0.40 0.50 0.30
H -2.1870 -6.1955 -2.9072 -0.37 -0.45 0.15
H -1.2321 -6.7578 -4.2547 0.31 -0.22 0.16
C 3.7050 8.1645 4.0478 0.49 0.06 -0.25
C 2.8721 7.2822 3.1628 -1.10 -0.34 1.23
O 1.6546 7.2312 3.3435 0.60 -0.12 -0.76
N 3.5499 6.4717 2.3406 0.94 -0.27 -0.09
C 3.0533 5.4444 1.4745 -0.34 -0.05 -0.73
H 4.7303 8.1918 3.6789 0.02 0.39 0.00
H 3.7544 7.7117 5.0381 -0.28 0.11 0.03
H 3.2500 9.1540 4.0933 0.19 -0.11 0.11
H 4.5576 6.5243 2.2964 -0.26 0.51 0.38
H 2.1556 4.9303 1.8181 0.14 0.20 0.32
H 3.8718 4.7368 1.3426 -0.22 -0.18 -0.04
H 2.8336 5.8902 0.5044 -0.16 -0.20 -0.20

86
Properties=species:S:1:pos:R:3:forces:R:3 method="wB97M-V/def2-TZVPD" total_charge=+1 homo_lumo_gap_ev=8.0 lumo_ha=-0.1536 homo_energy_ev=-12.169 total_energy_ev=-145966.376
C 2.4586 4.1329 -0.8095 0.53 0.62 0.11
C 3.1577 4.5375 -2.1175 0.30 0.14 0.07
C 4.6957 4.3617 -2.0592 -0.24 0.34 0.04
C 2.5763 3.8872 -3.4227 0.92 0.25 0.14
P 1.5922 2.3583 -3.1948 0.54 0.65 -0.97
P 2.8090 0.8403 -2.0978 0.45 -1.09 1.64
S 2.0552 0.2702 -0.4156 -0.26 -0.08 -0.21
B -0.2157 2.5613 -2.4771 -1.70 -0.45 1.01
O -0.6938 1.4426 -1.8390 0.37 0.07 -0.92
N -1.0802 3.6920 -2.5822 2.18 0.21 -0.71
C -0.7240 4.6752 -3.6254 -0.42 0.87 1.05
C -1.3907 4.3235 -1.2857 -1.09 -0.20 -0.05
H 2.6901 3.1136 -0.4683 -0.33 0.12 -0.23
H 1.3809 4.3425 -0.8482 0.15 -0.34 0.04
H 2.8578 4.7882 -0.0204 -0.17 -0.21 -0.13
H 3.0134 5.6228 -2.2262 -0.19 -0.31 -0.11
H 5.1486 5.1325 -1.4210 -0.22 -0.26 0.01
H 5.1161 4.5335 -3.0596 0.03 -0.27 0.27
H 5.0000 3.3870 -1.6595 -0.01 0.14 -0.24
H 2.0613 4.6635 -3.9992 -0.35 -0.54 0.06
H 3.4370 3.5986 -4.0472 -0.35 -0.11 0.05
H 1.4346 1.8108 -4.4926 0.02 0.09 0.24
H 4.0427 1.4711 -1.8144 -0.22 0.26 -0.85
H 3.1196 -0.2086 -2.9985 -0.15 0.47 -0.34
H -1.6294 1.4034 -2.0992 0.02 -0.09 0.59
H 0.0328 5.3649 -3.2076 -0.02 -0.18 -0.40
H -1.6041 5.3115 -3.7941 0.20 -0.31 -0.39
H -0.3743 4.2143 -4.5536 -0.23 0.05 0.17
H -1.3847 3.5342 -0.5245 0.05 0.39 0.00
H -0.7030 5.1405 -1.0179 0.03 -0.34 -0.17
H -2.4004 4.7556 -1.3310 0.23 -0.08 0.08
C 1.3590 -3.7939 -1.9580 -0.14 0.45 0.36
C 0.3637 -3.4563 -3.0446 -0.21 -0.61 -0.11
O 1.1617 -2.8501 -4.0831 0.46 0.35 0.32
S 2.6199 -3.5181 -4.0925 -0.71 -0.20 0.46
O 2.6547 -4.5191 -5.0879 0.44 0.08 -0.15
O 3.5882 -2.4714 -4.0206 -0.02 0.06 -0.16
O 2.5350 -4.2298 -2.6597 -0.07 0.03 -0.38
H 1.6211 -2.9094 -1.3704 -0.03 -0.02 0.02
H 1.0016 -4.5737 -1.2923 0.21 -0.16 -0.12
H -0.4095 -2.7727 -2.7047 0.13 0.18 -0.16
H -0.1013 -4.3521 -3.4526 -0.02 0.02 0.05
C -3.0901 2.2930 1.7402 0.47 -0.18 -0.07
C -3.9458 1.4815 0.7879 -0.40 0.40 -0.13
O -4.4225 0.3912 1.5705 0.35 0.07 0.15
S -4.6176 0.8764 3.1078 0.16 0.04 -0.29
O -5.9792 1.2132 3.3050 -0.01 0.00 0.13
O -3.9331 -0.0113 3.9589 0.00 -1.38 -2.71
O -3.7746 2.2445 2.9874 -0.36 -0.12 -0.27
H -2.1042 1.8382 1.8735 0.01 0.01 -0.07
H -2.9722 3.3244 1.4135 -0.15 0.07 0.21
H -3.3857 1.1177 -0.0715 -0.01 -0.23 0.11
H -4.8082 2.0578 0.4419 0.06 0.05 -0.04
C 6.3974 -4.1648 -1.5339 -0.32 -0.40 -0.12
C 5.4525 -3.1859 -0.8720 0.09 0.48 -0.24
O 5.6353 -3.3929 0.5302 0.12 -0.40 -0.06
S 7.1636 -3.8130 0.8121 -0.12 0.02 -0.32
O 7.8842 -2.6576 1.2055 0.14 -0.05 0.09
O 7.1644 -5.0027 1.5770 0.01 0.06 0.20
O 7.5642 -4.1606 -0.7046 -0.13 0.37 0.18
H 5.9831 -5.1752 -1.5392 -0.03 0.03 -0.02
H 6.6520 -3.8744 -2.5502 0.22 0.04 0.09
H 4.4157 -3.3525 -1.1512 -0.02 -0.11 0.21
H 5.7288 -2.1524 -1.1007 0.00 -0.03 -0.07
C -6.4204 0.0774 8.0011 0.15 -0.45 0.16
C -5.6316 0.9411 8.9617 -0.39 0.33 0.18
O -4.4920 1.3666 8.2074 -0.05 -0.33 -0.29
S -4.9032 1.5280 6.6595 -0.10 -0.18 0.64
O -5.1874 2.8935 6.4022 0.04 0.04 -0.27
O -3.9895 0.7891 5.8625 -0.04 1.40 2.64
O -6.2927 0.7296 6.7330 0.12 0.33 0.14
H -5.9883 -0.9221 7.9168 -0.01 0.01 0.04
H -7.4677 -0.0044 8.2809 -0.04 0.14 -0.21
H -5.3210 0.4002 9.8517 0.24 0.02 -0.10
H -6.1969 1.8287 9.2551 -0.04 -0.05 0.02
C -3.4963 -5.1178 0.7396 0.03 -0.03 0.54
C -2.5841 -3.9386 0.4812 -0.32 0.29 -0.25
O -1.3460 -4.5294 0.0573 -0.04 -0.30 0.09
S -1.6537 -5.8914 -0.7457 -0.57 0.09 0.50
O -1.6288 -5.6033 -2.1370 0.12 -0.14 -0.09
O -0.8797 -6.9267 -0.1737 0.29 0.01 -0.23
O -3.1775 -6.0607 -0.2945 0.23 0.33 -0.31
H -3.2835 -5.5833 1.7035 0.00 0.03 0.00
H -4.5476 -4.8462 0.6941 0.00 -0.15 -0.22
H -2.4329 -3.3243 1.3650 0.24 -0.10 0.01
H -2.9609 -3.3161 -0.3342 -0.05 -0.01 0.04

77
Properties=species:S:1:pos:R:3:forces:R:3 method="wB97M-V/def2-TZVPD" total_charge=-2 homo_lumo_gap_ev="4.7 / 4.7" lumo_ha="0.1415 / 0.1415" e_above_lowest_ev=2.0312 homo_energy_ev="-0.827 / -0.829" spin_multiplicity=3 total_energy_ev=-103823.312 s_squared=2.010
V 0.5749 0.1280 0.0208 2.77 0.70 0.86
C -0.6383 3.4133 0.2968 3.45 -1.48 -0.49
O -0.2372 3.4502 1.6798 -1.41 -0.32 1.36
O -0.2267 2.1733 -0.1219 -1.95 -0.20 -0.33
C -2.1326 3.8873 -0.0261 1.56 -0.26 0.34
F -2.8567 3.6851 1.0869 -0.87 0.09 -0.39
F -2.2630 5.2188 -0.3794 0.33 -0.88 0.66
F -2.6527 3.2211 -1.0586 -0.28 -0.19 0.29
C -0.4138 4.5812 2.5251 0.11 0.07 -1.54
C 0.1901 4.3499 3.8827 0.26 -0.43 0.19
H 1.2092 3.9726 3.7850 0.15 0.36 -0.17
H 0.1759 5.3050 4.4093 0.16 -0.06 0.19
H -0.2855 3.5897 4.5044 -0.52 0.11 -0.17
H -1.4617 4.8895 2.5581 -0.11 -0.07 0.28
H 0.1329 5.4014 2.0467 0.04 0.35 0.09
H 0.1063 4.0764 -0.1581 -0.68 1.06 -0.51
S 3.8926 0.7997 0.3193 2.30 -1.71 -0.07
O 2.3963 0.7409 0.5218 -2.81 0.73 1.07
O 4.0536 0.6824 -1.1493 -0.04 0.54 -1.14
O 4.4522 2.0392 0.8247 -0.60 1.15 0.07
O 4.4955 -0.3417 0.9731 -0.21 0.14 0.30
S 2.1565 -2.8563 0.5832 6.11 -1.63 2.88
O 1.2863 -1.6696 0.3426 -2.36 1.80 -0.61
O 1.3605 -4.0701 0.5001 -2.02 -0.58 -0.63
O 3.3391 -2.8802 -0.2504 -0.72 0.07 -3.54
O 2.8396 -2.7652 1.8966 -2.65 0.49 1.52
C -3.1797 -2.2634 -0.8366 -0.07 -1.47 0.11
C -1.6600 -2.1221 -0.8255 0.13 0.74 -0.12
C -0.9875 -2.7409 -2.0470 -0.08 -0.84 -0.17
O 0.3412 -2.3567 -2.1684 0.62 -0.43 -0.30
C 1.1291 -3.3550 -2.7686 1.32 -0.43 -1.11
N -1.3448 -0.6671 -0.7298 -0.73 -0.09 0.24
H -3.6335 -1.9219 -1.7676 -0.05 0.35 0.12
H -3.6573 -1.8637 0.0598 0.17 0.71 -0.17
H -3.4675 -3.3131 -0.7223 0.20 -0.25 -0.36
H -1.2658 -2.5618 0.0921 0.24 -0.26 -0.20
H -1.4457 -2.5225 -3.0212 -0.77 0.43 0.12
H -1.0364 -3.8323 -1.9812 -0.13 -0.11 0.37
H 2.1235 -2.9980 -3.0438 0.10 0.61 0.96
H 0.8477 -3.6672 -3.7843 -1.22 0.06 -0.07
H 1.2966 -4.2644 -2.1903 -0.33 0.27 0.57
H -2.2018 -0.3129 -0.3171 0.40 0.64 0.63
H -1.3842 -0.2138 -1.6386 0.38 -0.12 -0.48
C 2.5912 0.9428 -3.8362 -0.19 0.63 -1.16
C 1.2667 1.0564 -3.0921 -0.10 -0.61 0.07
C 0.0206 0.6607 -3.9527 0.92 -0.20 0.75
O -1.1535 0.6639 -3.1669 -1.16 0.24 -0.22
C -2.3520 0.5303 -3.9256 0.49 -0.47 -0.11
N 1.5012 0.2033 -1.8776 -0.65 0.11 -2.12
H 2.9480 -0.0650 -4.0555 -0.32 -0.22 0.28
H 3.3326 1.4197 -3.1952 0.20 -0.04 -0.21
H 2.5231 1.4468 -4.8054 0.18 0.25 -0.05
H 1.2160 2.1000 -2.7787 -0.52 -0.06 0.18
H 0.1701 -0.3515 -4.3418 0.12 -0.17 -0.12
H -0.1351 1.3289 -4.8036 0.29 0.25 -0.05
H -2.4382 1.3166 -4.6775 -0.07 0.25 0.11
H -3.2326 0.4947 -3.2848 0.24 0.50 0.36
H -2.4085 -0.4218 -4.4634 0.42 -0.20 -0.15
H 1.6396 -0.7182 -2.2833 -0.70 -0.54 0.37
H 2.5149 0.3818 -1.7698 0.55 0.45 1.66
C 0.4001 0.3020 4.3465 -0.57 -0.44 1.60
C 0.6170 -0.6122 3.1647 0.36 -1.36 -1.32
C 0.0477 -2.0632 3.2353 -1.32 1.46 1.61
O -1.4140 -1.8620 3.3833 0.49 -0.24 1.60
C -2.0920 -3.1054 3.5231 -0.90 1.71 -1.71
N -0.1479 -0.0457 2.0476 -0.82 2.24 0.55
H 0.9746 -0.0179 5.2187 -0.19 -0.26 0.11
H -0.6682 0.3259 4.5853 -0.08 -0.41 0.35
H 0.6147 1.3704 4.2904 0.62 -0.13 -1.05
H 1.6778 -0.6638 2.9084 -0.05 -0.17 -0.26
H 0.3363 -2.4856 4.1986 0.51 -0.67 -0.42
H 0.1147 -2.6740 2.3373 1.11 0.03 0.18
H -1.7607 -3.8421 4.2542 0.63 0.09 -0.20
H -2.1206 -3.3757 2.4635 -0.03 -1.63 0.28
H -3.1252 -2.8374 3.7576 -0.07 -0.06 0.26
H -0.3091 0.8698 2.4656 0.47 1.04 -1.38
H -1.1162 -0.3171 2.2069 -0.05 -0.97 -0.47